Below is a molecular structure, C8H16F8LiN4O20S10 in a non-equilibrium geometry, with properties calculated with ωB97M-V/def2-TZVPD.

XYZ file:
```
67
Properties=species:S:1:pos:R:3:forces:R:3
Li 0.598168 -0.513357 1.211263 0.15 -0.25 0.38
N 6.258820 3.050547 2.282064 3.69 -3.20 1.47
S 5.509520 2.574176 1.062015 -3.34 3.28 -7.57
O 4.421305 1.638762 1.252129 0.72 1.27 -0.48
O 6.262892 2.507603 -0.265922 -2.22 -0.42 3.85
F 4.933766 4.151902 0.947977 -1.13 -1.24 -0.72
S 7.206988 1.662362 2.254978 2.08 -1.59 6.95
O 8.327717 1.606244 1.397219 0.13 0.12 -1.17
O 6.532647 0.455112 2.707426 0.40 1.34 -1.77
F 7.978187 1.993993 3.682525 -0.33 0.50 -0.70
N 1.944773 -3.048057 3.362876 -2.17 -3.84 1.81
S 1.122402 -4.319300 4.210219 -4.93 1.65 6.09
O 1.909585 -5.224474 5.057083 -0.48 -0.05 -3.22
O -0.270432 -4.612984 3.761103 4.09 -0.04 -0.10
F 0.749458 -3.380688 5.456941 -0.27 1.04 -0.36
S 2.587616 -4.151366 2.469543 7.08 -1.49 -7.01
O 1.851988 -4.938364 1.444933 -0.05 0.16 3.34
O 3.932520 -4.732156 2.883032 -4.40 1.54 -0.53
F 3.020000 -3.047889 1.373026 1.02 1.15 -0.21
N -6.082053 -3.682699 1.782508 -1.27 -2.92 -2.85
S -6.592793 -4.484714 0.444617 -2.55 -2.67 -0.07
O -5.642705 -4.836394 -0.617018 -1.38 0.63 1.81
O -7.926940 -4.027389 0.058424 1.79 -1.35 0.36
F -6.784524 -5.893979 1.260534 -0.28 0.64 -0.89
S -5.328104 -2.633132 0.959857 2.84 7.21 1.83
O -6.034998 -1.883972 -0.104634 1.57 -1.92 1.70
O -3.894240 -2.819458 0.916933 -1.28 0.11 -0.88
F -5.473369 -1.598378 2.267417 0.47 0.26 -1.13
N 1.492538 2.294951 6.289654 -3.44 0.31 -3.49
S -0.070369 2.534116 5.561124 -0.88 0.90 -4.12
O -1.123434 3.361125 6.218543 2.65 -2.28 -1.41
O -0.451439 1.418095 4.695976 0.16 0.88 1.99
F 0.457801 3.510390 4.397998 0.16 0.45 0.48
S 0.839979 2.227320 7.661204 1.81 1.04 5.78
O -0.141269 1.230082 7.913988 -1.07 -0.30 -0.17
O 0.698700 3.545257 8.241248 -0.16 -0.94 0.43
F 2.079996 1.600079 8.416575 0.76 0.01 0.45
C -1.835463 6.688282 -2.272597 -0.11 -1.04 0.66
C -0.583841 5.996310 -2.918752 -0.95 0.67 0.90
C -0.974197 4.512021 -3.200024 -0.46 0.66 -0.53
S -2.201883 4.043987 -1.871304 -0.49 0.42 -0.14
O -1.468756 3.133510 -0.978027 -1.53 0.69 -1.17
O -3.556018 3.775063 -2.472126 3.27 0.50 1.55
C -2.149370 5.762433 -1.068925 -0.01 -0.74 -0.85
H -2.619331 6.764653 -3.026151 -0.35 -0.34 0.19
H -1.696835 7.708375 -1.914445 0.56 -0.04 -0.06
H 0.195947 6.097531 -2.163915 0.31 -0.26 -0.29
H -0.364637 6.645421 -3.766513 0.48 -0.73 -0.39
H -0.210129 3.736996 -3.260227 0.30 0.34 0.79
H -1.404045 4.443124 -4.199324 -0.71 0.13 0.20
H -1.277925 5.742564 -0.414475 0.20 -0.24 -0.16
H -2.975441 5.937334 -0.379633 -0.45 -0.06 -0.66
C -0.552547 -4.631265 -5.855783 -0.21 1.46 1.46
C 0.567676 -3.665097 -6.377003 -0.62 -1.49 -0.58
C 0.491991 -2.293787 -5.719535 -0.40 -0.39 0.89
S -0.429271 -2.556372 -4.106910 0.36 0.25 1.10
O -1.752682 -2.001583 -4.224877 0.01 -0.04 -0.40
O 0.390182 -2.064575 -2.974909 -0.96 -1.45 -1.97
C -0.582572 -4.449816 -4.307300 0.71 0.64 -0.38
H -0.637632 -5.668312 -6.180441 1.13 -0.10 0.08
H -1.479035 -4.248965 -6.284233 -0.33 0.37 0.37
H 0.334488 -3.658665 -7.441745 0.72 0.51 -0.21
H 1.554754 -4.089026 -6.192466 -0.03 -0.10 -0.18
H -0.058043 -1.537713 -6.279813 -0.18 -0.17 0.13
H 1.479420 -1.902788 -5.474189 -0.14 -0.05 0.11
H -1.409109 -4.968639 -3.821757 -0.37 0.91 0.11
H 0.303608 -4.784367 -3.767981 0.33 -0.27 -0.43
```
Positions in Å, forces in eV/Å.

Calculated values
- relative energy (zero: lowest compared OMol25 entry of this formula, charge and spin) (kcal/mol) = 41.81
- LUMO energy (eV) = 3.9
- HOMO (eV) = -3.37
- Kohn-Sham gap (eV) = 7.26
- net charge = -3
- total energy (eV) = -185754.228
- max |F| (eV/A) = 10.076

---

Below is a molecular structure, C4H7NO, with properties calculated with ωB97M-V/def2-TZVPD.

XYZ file:
```
13
Properties=species:S:1:pos:R:3:forces:R:3
C -1.346854 -0.570278 1.598255 -0.03 -0.12 0.24
N -1.185314 0.152408 0.347805 0.03 0.00 -0.26
C 0.053439 0.519886 -0.102007 -0.23 -0.09 -0.04
C 0.653695 0.928330 -1.233664 -0.04 0.02 -0.08
C 1.911416 1.005391 -0.414131 0.40 0.10 -0.05
O 1.127364 0.554930 0.750483 -0.10 -0.06 0.13
H -0.694778 -1.447410 1.691530 -0.03 0.12 -0.08
H -2.383645 -0.907787 1.656865 0.12 0.06 0.01
H -1.165245 0.083070 2.455698 0.04 -0.04 -0.16
H 0.379932 1.127900 -2.256647 0.02 -0.05 0.18
H -1.774337 -0.166694 -0.406830 0.00 0.07 0.12
H 2.703688 0.280202 -0.623940 -0.11 0.07 0.05
H 2.342086 1.989113 -0.205578 -0.09 -0.09 -0.03
```
Positions in Å, forces in eV/Å.

Calculated values
- relative energy (zero: lowest compared OMol25 entry of this formula, charge and spin) (kcal/mol) = 59.52
- LUMO energy (eV) = 1.0
- HOMO (eV) = -7.73
- Kohn-Sham gap (eV) = 8.76
- total energy (eV) = -7797.063
- max |F| (eV/A) = 0.420

---

Below is C24H41BrF6N3O7PS2 in the gas phase in a non-equilibrium geometry, with properties calculated with ωB97M-V/def2-TZVPD.

XYZ file:
```
85
Properties=species:S:1:pos:R:3:forces:R:3
C -5.012767 -1.286785 1.297647 -0.14 -0.15 -0.04
C -4.752346 -2.062893 -0.043773 -0.38 0.58 0.99
P -3.934963 -1.107763 -1.412130 -0.57 -0.82 -1.97
C -5.082365 0.356838 -1.679036 0.66 0.31 1.87
C -2.300021 -0.305166 -0.896815 -0.34 0.29 1.99
O -1.992352 0.598374 -1.941562 -0.06 -0.14 0.22
C -1.646754 1.903292 -1.497170 -0.19 0.40 -0.62
Br -1.104893 2.871492 -3.156707 -0.10 -0.48 0.38
C -2.791860 2.735171 -0.868116 1.25 0.48 0.84
C -2.195358 4.128102 -0.412403 0.12 -0.15 -0.69
C -2.709181 5.317213 -1.273895 0.74 0.16 0.48
O -2.326889 6.539038 -0.602850 -0.26 -0.18 -0.37
C -1.110247 -1.325801 -0.579427 -1.34 -0.20 -0.53
C -1.368793 -2.694215 -1.279710 0.59 -0.33 0.13
C -0.192659 -3.705795 -1.216070 0.16 -1.35 -0.94
O 0.176988 -3.948560 -2.598889 -0.07 0.47 -0.04
C -0.577252 -5.104004 -0.604491 0.53 -0.17 0.14
N 0.337853 -5.544423 0.483434 -0.76 0.21 0.02
O 0.163926 -0.780207 -0.762731 -0.81 -0.12 -0.23
C 0.702246 -0.738415 -2.056718 2.11 0.44 -0.56
F 0.893310 0.623923 -2.362481 -0.57 -0.63 0.12
C 2.146290 -1.348160 -1.999644 0.23 0.56 0.34
C 3.250273 -0.240281 -1.825079 0.19 -1.67 0.74
C 4.512274 -0.929161 -1.182727 0.66 0.80 -1.09
C 5.432280 0.181441 -0.594590 -0.17 0.26 0.10
C 5.007207 0.706830 0.817950 0.22 -0.85 -0.38
C 4.746059 -0.407760 1.866340 -0.28 0.36 0.16
C 4.225395 0.120748 3.260478 -0.15 -0.55 -0.84
S 4.804859 1.793866 3.743122 -0.56 0.32 -0.01
C 3.564266 2.863130 3.059531 -1.16 0.48 -0.39
N 2.405207 3.225700 3.535819 0.66 -0.97 1.31
N 1.777229 4.034409 2.653061 0.01 0.52 -1.35
C 2.579196 4.147633 1.628096 -0.10 -0.37 1.04
O 3.703275 3.458358 1.838279 1.27 -0.33 -0.84
S -1.089632 -1.779855 1.242106 1.09 -3.60 0.78
O -2.127735 -2.723060 1.598588 -1.01 1.54 -0.66
O 0.187105 -2.395295 1.552897 0.22 1.63 -0.55
C -1.221673 -0.333033 2.391466 -0.09 0.67 1.52
F -0.989226 -0.864310 3.616632 0.22 -0.45 -0.83
F -2.467298 0.182110 2.500324 0.50 0.02 -0.93
C -0.154399 0.819865 2.234878 0.01 1.21 1.91
F 1.015585 0.429098 1.750619 -0.53 -0.01 -0.66
F 0.098341 1.266344 3.484677 -0.20 -0.29 -0.40
F -0.657823 1.887517 1.596303 0.24 -0.87 -0.68
H -4.873490 -0.191538 1.177134 -0.16 -0.60 0.03
H -4.361518 -1.602192 2.129426 -0.23 0.01 -0.51
H -6.062463 -1.462504 1.601830 0.54 0.21 0.00
H -4.250123 -3.037798 0.115568 -0.06 0.70 -0.02
H -5.758867 -2.334945 -0.434216 0.73 0.26 -0.24
H -6.129263 0.025327 -1.783461 0.60 -0.03 -0.31
H -4.729300 1.020381 -2.482117 -0.26 -0.58 0.12
H -5.046224 0.942682 -0.729314 -0.26 -0.07 -0.68
H -2.476275 0.252270 0.051538 0.17 -0.02 -0.50
H -0.723799 1.854212 -0.895675 -0.52 0.17 -0.13
H -3.622233 2.891362 -1.576427 0.35 -0.33 0.33
H -3.128231 2.230762 0.063970 -0.10 0.12 -0.73
H -1.088607 4.118319 -0.533063 -0.60 -0.10 0.14
H -2.363933 4.315861 0.666774 -0.23 0.02 -0.70
H -2.220190 5.360184 -2.266283 -0.49 -0.56 0.40
H -3.805515 5.265559 -1.418115 0.47 0.23 0.23
H -1.569675 6.894304 -1.086136 -0.28 -0.02 0.25
H -1.641123 -2.475408 -2.332483 0.35 -0.17 0.53
H -2.242066 -3.227974 -0.857413 0.30 0.80 -0.09
H 0.723196 -3.341252 -0.719045 -0.72 0.13 0.15
H 0.776578 -4.706098 -2.645098 -0.15 0.21 0.17
H -0.485137 -5.870688 -1.406413 -0.25 0.66 0.23
H -1.624083 -5.152104 -0.246762 0.47 0.23 -0.19
H -0.249366 -5.674406 1.303237 0.49 0.01 0.08
H 1.010714 -4.819771 0.718723 -0.25 -0.04 0.01
H 0.088874 -1.127617 -2.882400 -0.13 -0.08 0.74
H 2.268935 -1.997480 -1.108354 -0.57 0.29 -0.52
H 2.365505 -1.985307 -2.876908 -0.25 0.45 0.30
H 3.495964 0.193949 -2.810088 -0.06 0.10 0.67
H 2.942921 0.526319 -1.089071 -0.18 -0.23 -0.69
H 4.240792 -1.706647 -0.447427 0.06 0.46 -0.26
H 5.093275 -1.438740 -1.984988 -0.44 0.12 0.46
H 6.513321 -0.078064 -0.613097 -0.69 -0.18 0.20
H 5.346024 1.055172 -1.282346 0.16 -0.49 0.36
H 5.835072 1.355340 1.167049 -0.80 -0.04 -0.09
H 4.060002 1.262864 0.685487 0.60 0.06 0.24
H 3.930221 -1.058268 1.483205 0.61 0.17 0.27
H 5.652971 -1.027327 2.031762 -0.48 0.34 -0.21
H 3.118655 0.086181 3.287434 0.63 0.26 0.08
H 4.584990 -0.576405 4.038326 -0.16 0.58 -0.13
H 2.480796 4.675938 0.680003 -0.10 -0.13 0.53
```
Positions in Å, forces in eV/Å.

Calculated values
- LUMO energy (eV) = 0.4
- HOMO (eV) = -8.47
- Kohn-Sham gap (eV) = 8.87
- total energy (eV) = -161657.672
- SMILES = CCP(C)[C@H](O[C@@H](Br)CCCO)[C@@](C[C@H](O)CN)(O[C@@H](F)CCCCCCCSc1nnco1)S(=O)(=O)C(F)(F)C(F)(F)F
- max |F| (eV/A) = 3.844

---

Below is 2 unconnected molecules or ions with the total composition CH4ClPS2 in a non-equilibrium geometry, with properties calculated with ωB97M-V/def2-TZVPD.

XYZ file:
```
9
Properties=species:S:1:pos:R:3:forces:R:3
C 0.385418 0.086131 1.081775 3.79 -1.69 -2.05
P -0.116330 -0.567395 -0.537347 0.46 1.70 -0.47
S -0.528354 1.310589 -1.513676 -0.58 -0.20 0.42
S -2.061074 -0.944490 0.140446 -0.21 -0.93 0.11
Cl 2.507024 0.780247 -0.032613 -1.85 -0.73 1.31
H 0.280748 0.944271 1.626224 -1.08 2.70 0.63
H 0.888785 -0.611286 1.741725 -0.14 -0.63 -0.13
H 0.288950 1.234171 -2.557311 0.39 -0.33 -0.06
H -1.645167 -2.232239 0.050778 -0.76 0.10 0.25
```
Positions in Å, forces in eV/Å.

Calculated values
- relative energy (zero: lowest compared OMol25 entry of this formula, charge and spin) (kcal/mol) = 79.69
- LUMO energy (spin up / spin down) (eV) = -1.6 / -1.6
- HOMO (spin up / spin down) (eV) = -9.52 / -9.52
- Kohn-Sham gap (spin up / spin down) (eV) = 7.89 / 7.89
- total energy (eV) = -44581.986
- max |F| (eV/A) = 4.629

---

Below is a molecular structure, C17H20N2O4S in a non-equilibrium geometry, with properties calculated with ωB97M-V/def2-TZVPD.

XYZ file:
```
44
Properties=species:S:1:pos:R:3:forces:R:3
C 3.419010 2.896900 -0.419046 -3.80 -3.46 0.27
O 4.510387 2.356403 0.340641 -0.77 3.02 -1.39
C 4.136092 1.261630 0.965997 -3.09 -5.33 4.36
C 4.167637 -0.100265 0.072469 -0.23 -0.65 1.77
H 5.184650 -0.358173 -0.338705 -0.85 0.53 0.63
H 3.469243 -0.018721 -0.758795 0.17 0.08 -0.11
C 3.538339 -1.469463 0.961021 -0.93 6.18 -5.15
N 2.164276 -1.470831 0.608624 1.09 -1.83 0.86
C 1.579606 -2.221457 -0.331481 2.79 -0.88 0.37
O 2.310824 -3.037511 -0.958584 -2.99 1.49 0.63
C 0.038395 -2.042114 -0.305466 3.56 -6.36 -5.12
N -0.615538 -0.943632 0.119306 6.11 0.32 -0.67
C -1.864604 -1.156980 0.264579 -3.27 12.02 -0.52
C -2.725790 -1.884997 0.810988 -3.25 -6.23 0.58
C -4.127904 -1.709126 0.771618 -2.29 -1.56 3.97
C -4.720051 -0.490314 0.755740 1.12 -1.12 -1.84
C -3.769011 0.425961 0.258626 -4.75 7.28 0.77
C -2.466596 0.248895 0.174920 4.63 0.49 -3.23
C -1.417640 1.375271 -0.407321 -2.71 -4.85 3.35
C -1.949146 2.578802 -0.547093 3.24 3.37 -4.96
C -3.337111 2.829981 -0.639794 -3.92 -0.35 4.55
C -4.321709 1.996710 0.027949 10.26 -3.75 -2.89
H -5.253843 2.278205 0.009544 -5.13 1.14 0.35
H -3.683794 3.880961 -0.627500 0.47 -0.52 -0.93
H -1.216469 3.445917 -1.240363 -2.08 -2.43 2.73
S 0.169609 0.533080 -0.207463 -6.34 1.09 -6.10
O 0.737589 0.859926 0.970429 3.13 2.15 6.24
O 0.902340 0.617120 -1.426590 0.20 -0.97 -0.03
H -5.787909 -0.315568 0.844143 0.34 0.10 0.05
H -4.734759 -2.532066 1.290052 0.96 0.81 -1.32
H -2.377155 -2.855364 0.941191 0.06 -2.21 0.92
C -0.354971 -2.495114 -1.903106 0.55 -3.72 6.48
H -1.368519 -2.577429 -1.825207 -2.84 -0.45 -0.53
H -0.058026 -1.735071 -2.395893 1.95 5.16 -3.98
H 0.159339 -3.411752 -2.156581 -0.03 -0.03 0.00
H -0.195757 -2.883878 0.330918 -0.44 -0.38 0.20
H 1.664255 -0.781295 1.029849 -1.57 1.83 1.60
H 4.042276 -2.198326 0.558248 2.20 -4.37 -2.25
H 3.914115 -1.302264 1.861088 0.20 0.60 4.65
H 2.831325 1.388147 1.455542 3.99 -0.39 -1.46
H 4.735193 1.004333 2.008261 -1.02 1.07 -2.71
H 2.296013 3.143573 0.284978 3.60 -1.05 -1.80
H 3.662846 3.799780 -0.844333 0.99 1.95 -0.88
H 3.098599 2.096394 -1.322914 0.70 2.21 2.52
```
Positions in Å, forces in eV/Å.

Calculated values
- relative energy (zero: lowest compared OMol25 entry of this formula, charge and spin) (kcal/mol) = 344.19
- LUMO energy (eV) = -0.5
- HOMO (eV) = -8.80
- Kohn-Sham gap (eV) = 8.29
- total energy (eV) = -39946.346
- max |F| (eV/A) = 12.467